(1)
The following is a DFT calculation (wB97M-V/def2-TZVPD) of a structure of composition C9H19NOS in a non-equilibrium geometry.

```
31
Properties=species:S:1:pos:R:3:forces:R:3:nbo_charge:R:1
C 0.0853 -2.2510 1.2759 -2.8 -2.3 -2.6 -0.96
C -3.5845 -0.2634 -0.7862 -2.0 -0.8 2.9 -0.47
C -2.8110 0.9254 -1.2540 2.2 -3.4 0.0 -0.45
C -2.4618 0.3062 0.0558 1.2 -1.4 -0.3 0.01
C -2.5391 0.9223 1.3900 -0.9 3.3 -0.4 -0.67
C 2.8859 1.2132 0.4445 -0.5 -2.0 2.7 -0.60
C 2.6742 -1.1804 -0.2902 0.7 2.4 -2.9 -0.64
C 1.8011 0.7678 -1.5908 -3.5 -4.7 1.3 -0.62
C 1.8755 0.1666 -0.1919 4.9 0.5 0.2 0.14
N 0.6690 0.0857 0.6340 -0.6 0.8 -1.8 -0.84
O -0.4367 -1.3336 -1.2835 0.6 -1.0 -1.4 -0.94
S -0.4548 -1.0858 0.1223 -1.4 1.6 3.2 1.76
H -0.5550 -3.2003 1.4151 0.9 1.5 -0.6 0.22
H 0.2195 -1.8029 2.2008 0.4 1.0 1.7 0.19
H -4.6397 -0.2651 -0.2913 1.8 1.0 -0.9 0.22
H -3.5446 -1.2852 -1.1383 0.9 0.2 -0.8 0.24
H -2.0719 0.6859 -2.0115 -0.2 0.4 -0.4 0.25
H -3.1947 1.8553 -1.1787 -1.2 2.9 -0.2 0.22
H -3.0719 1.9714 1.4905 0.5 -2.0 -0.8 0.21
H -1.6567 1.1817 1.9177 1.7 0.0 -0.3 0.24
H -2.9999 0.2952 2.0493 -1.7 -1.8 1.8 0.21
H 3.9082 1.2891 -0.0080 -1.3 -0.2 0.2 0.22
H 2.3146 2.0963 0.4459 -0.1 1.7 -0.1 0.20
H 2.9838 0.9601 1.5608 0.3 0.3 -1.4 0.19
H 2.1100 -1.7029 -1.0269 0.1 -1.0 -0.9 0.22
H 2.5128 -1.6952 0.5523 0.0 -2.0 3.3 0.21
H 3.7938 -1.1118 -0.5847 -2.0 0.2 0.5 0.21
H 1.4444 1.6862 -1.4554 -2.1 3.9 -0.1 0.20
H 2.7475 0.8744 -1.9156 3.1 -0.2 -1.6 0.21
H 1.1302 0.0692 -2.1282 0.6 1.0 -0.7 0.23
H 0.8666 -0.1743 1.5803 0.5 0.1 0.4 0.39
```
Positions in Å, forces in eV/Å.

Output
- gap between HOMO and LUMO (alpha / beta) (eV) = 7.6 / 7.6
- multiplicity = 1
- energy relative to the best compared isomer or geometry (same formula, charge and spin) (kcal/mol) = 177.2
- charge = 0
- LUMO (alpha / beta) (hartree) = -0.0062 / -0.0062
- HOMO energy (alpha / beta) (eV) = -7.75 / -7.75



(2)
The following is a DFT calculation (wB97M-V/def2-TZVPD) of the ion C9H19NP with charge +1 in a non-equilibrium geometry.

```
30
Properties=species:S:1:pos:R:3:forces:R:3:nbo_charge:R:1
C -2.3105 0.8494 -1.4743 0.6 1.9 -0.2 -1.01
P -1.5355 0.1786 -0.0350 1.0 -1.5 2.4 1.78
C -2.1849 0.9810 1.4055 -2.6 -1.0 2.4 -1.03
C -1.8974 -1.6714 0.1852 -0.9 -0.3 0.2 -0.98
N 0.1721 0.5058 0.0061 -3.9 -1.0 0.1 -0.76
C 1.0795 -0.0802 1.0887 -0.4 2.4 0.3 -0.03
C 2.2116 1.0256 0.8887 -3.0 1.3 0.1 -0.41
C 2.2004 1.2348 -0.6619 0.4 0.4 -1.0 -0.41
C 1.0784 0.2848 -1.0961 1.7 -0.8 -2.1 -0.08
C 1.5911 -1.1844 -0.9664 -3.4 -0.7 -0.2 -0.42
C 1.5575 -1.4079 0.5157 -2.1 -0.2 2.0 -0.45
H -3.4450 0.9443 -1.4418 1.7 -0.5 -0.1 0.31
H -1.8634 0.1636 -2.1624 -0.6 -0.3 -1.5 0.26
H -1.8120 1.8768 -1.7000 -1.0 -1.6 0.5 0.30
H -1.3386 1.4129 1.8919 0.4 0.4 0.7 0.27
H -2.7994 0.2647 2.2044 1.9 1.6 -2.3 0.29
H -2.9088 1.7918 1.1860 0.6 -0.4 -0.2 0.28
H -1.1145 -2.1840 0.8063 -0.8 0.9 -0.3 0.27
H -1.7155 -2.0245 -0.8218 -0.1 -0.5 -0.4 0.24
H -2.9679 -2.0795 0.5213 2.3 1.5 -0.7 0.29
H 0.6560 -0.0932 2.1487 0.3 0.0 -1.6 0.24
H 3.0110 0.6191 1.3938 2.5 -0.4 0.6 0.22
H 1.9019 2.0276 1.3879 0.5 -1.9 -0.6 0.23
H 1.8028 2.2986 -0.9010 1.3 -1.7 0.3 0.23
H 3.1199 0.9053 -1.2698 -1.0 1.1 1.2 0.23
H 0.8648 0.4074 -2.2018 -0.8 0.5 1.5 0.25
H 2.5462 -1.2985 -1.3084 2.4 -0.2 -1.4 0.23
H 0.8821 -1.9254 -1.5491 1.4 1.4 1.1 0.21
H 0.8253 -2.1637 0.8376 0.2 0.0 -0.4 0.21
H 2.3928 -1.6594 1.1221 1.5 -0.4 -0.3 0.24
```
Positions in Å, forces in eV/Å.

Output
- gap between HOMO and LUMO (eV) = 10.9
- multiplicity = 1
- energy relative to the best compared isomer or geometry (same formula, charge and spin) (kcal/mol) = 14.2
- charge = +1
- LUMO (hartree) = -0.0950
- HOMO energy (eV) = -13.52



(3)
The following is a DFT calculation (wB97M-V/def2-TZVPD) of a cluster of 2 separate species, C9H19O5 in total in a non-equilibrium geometry.

```
33
Properties=species:S:1:pos:R:3:forces:R:3:mulliken_spin:R:1
O -0.8553 4.7219 2.5627 0.4 -0.1 -0.7 0.01
C -0.3071 4.5259 1.5091 -0.4 0.3 0.7 0.03
C 0.0705 3.1498 0.9891 0.3 -0.3 -0.6 -0.01
O -0.3803 2.1056 1.7141 -0.1 0.1 0.2 0.87
H 1.1871 3.1031 0.9999 -0.3 0.0 0.1 0.07
H -0.0612 5.3578 0.8122 0.0 -0.1 0.1 0.00
H -0.1812 3.0652 -0.0891 0.0 0.1 0.2 0.01
C 0.7426 -0.4257 1.0558 1.5 -2.0 -0.9 0.00
C -0.0879 -1.2096 2.0715 0.1 0.1 0.4 0.00
O -1.0956 -2.0321 1.5225 0.1 -0.2 -0.2 0.00
C -2.2625 -1.3480 1.1484 -0.2 0.2 0.0 0.00
H 1.3395 0.2969 1.6372 -0.6 0.4 -0.5 0.01
H 0.1031 -0.0688 0.2365 0.4 0.6 0.6 0.00
H 0.5702 -1.8723 2.6533 -0.1 0.1 -0.2 0.00
H -0.5455 -0.5142 2.7980 0.1 0.0 -0.2 0.00
H -2.9808 -2.0915 0.7807 0.2 0.2 0.1 0.00
H -2.7055 -0.8165 2.0098 0.1 -0.1 -0.2 0.00
H -2.0751 -0.6133 0.3462 -0.1 -0.1 0.2 0.00
C 1.9085 -1.3042 0.3550 -0.9 1.0 0.8 0.00
O 1.4762 -2.4408 -0.3514 -0.1 -0.2 0.1 0.00
C 1.3279 -2.3219 -1.7451 0.1 0.0 -0.1 0.00
C 0.1388 -1.5010 -2.2062 -0.3 -0.4 -0.1 0.00
O 0.4550 -0.1303 -2.2058 0.3 0.2 0.1 0.00
C -0.6402 0.6860 -2.5259 -0.3 0.1 -0.1 0.00
H 2.5778 -1.6607 1.1527 -0.2 0.0 -0.2 0.00
H 2.4877 -0.6343 -0.3006 -0.1 -0.1 0.1 0.00
H 1.2020 -3.3464 -2.1202 0.0 0.2 0.1 0.00
H 2.2471 -1.9060 -2.1962 -0.2 0.0 0.1 0.00
H -0.7266 -1.7001 -1.5477 0.2 0.0 -0.1 0.00
H -0.1383 -1.8201 -3.2283 0.0 0.1 0.2 0.00
H -0.2823 1.7205 -2.5919 -0.1 -0.3 0.0 0.00
H -1.0842 0.4008 -3.4958 0.1 0.1 0.2 0.00
H -1.4245 0.6243 -1.7501 0.1 0.0 -0.2 0.00
```
Positions in Å, forces in eV/Å.

Output
- gap between HOMO and LUMO (alpha / beta) (eV) = 9.8 / 7.2
- multiplicity = 2
- energy relative to the best compared isomer or geometry (same formula, charge and spin) (kcal/mol) = 3.7
- expectation value of S² = 0.754
- charge = 0
- LUMO (alpha / beta) (hartree) = 0.0216 / -0.0753
- HOMO energy (alpha / beta) (eV) = -9.26 / -9.25



(4)
The following is a DFT calculation (wB97M-V/def2-TZVPD) of a structure of composition C9H20AuN2O3S in a non-equilibrium geometry.

```
36
Properties=species:S:1:pos:R:3:forces:R:3:nbo_charge:R:1
Au -0.4490 0.9161 -0.1928 -0.7 0.4 -1.4 1.34
C -1.5849 0.8099 -3.2206 -0.2 0.2 0.0 -0.25
O -1.2301 0.1039 -1.9710 0.4 0.1 0.5 -0.54
C -2.1866 -0.9402 -1.5127 0.0 0.1 0.4 -0.11
C -1.4062 -1.8508 -0.5868 -0.3 0.1 -0.4 -0.10
O -0.7798 -0.9919 0.4327 -0.1 -0.6 -0.2 -0.58
C -1.0785 -0.9628 1.8631 -0.1 0.2 0.3 -0.11
C 0.0474 -0.1117 2.3872 0.0 -0.3 0.1 -0.11
O -0.0384 1.2263 1.7220 0.6 -0.3 1.1 -0.53
C -0.5823 2.2676 2.6272 -0.2 0.4 0.1 -0.26
H -1.9193 0.0590 -3.9318 0.1 -0.1 0.0 0.25
H -0.6836 1.2942 -3.5793 0.0 0.0 0.1 0.23
H -2.3805 1.5283 -3.0394 0.0 0.0 0.1 0.22
H -2.5816 -1.4761 -2.3746 0.2 0.0 -0.1 0.27
H -3.0210 -0.4600 -0.9988 0.0 0.1 0.0 0.22
H -0.5963 -2.3496 -1.1149 0.1 0.0 0.1 0.25
H -2.0542 -2.6019 -0.1372 0.0 0.1 0.2 0.27
H -1.0889 -1.9683 2.2823 0.2 -0.1 -0.1 0.28
H -2.0469 -0.4913 2.0526 -0.1 -0.1 -0.2 0.23
H 1.0148 -0.5293 2.1193 0.1 0.1 0.0 0.25
H -0.0113 0.0169 3.4658 0.0 0.2 0.0 0.27
H 0.1159 2.3607 3.4549 0.2 -0.1 -0.1 0.25
H -1.5626 1.9763 2.9997 0.0 -0.1 -0.2 0.22
H -0.6248 3.1979 2.0780 0.0 0.0 -0.1 0.24
S -0.2584 3.1634 -0.7385 -0.5 -0.2 0.0 0.05
C 1.2963 3.5970 -1.3983 0.3 0.4 -0.3 0.34
N 1.4175 4.8194 -1.8807 -0.2 -0.2 0.1 -0.51
C 2.7993 5.0943 -2.3319 0.1 0.3 -0.1 -0.23
C 3.5149 3.7551 -2.0612 0.0 0.0 0.0 -0.23
N 2.4247 2.9299 -1.4708 0.2 -0.2 0.0 -0.53
H 0.6649 5.4935 -1.9346 0.1 0.0 0.0 0.46
H 3.2173 5.9276 -1.7712 0.0 -0.1 0.1 0.26
H 2.8006 5.3851 -3.3803 -0.1 -0.2 0.0 0.26
H 4.3351 3.8502 -1.3550 -0.1 0.0 0.1 0.25
H 3.9002 3.2826 -2.9605 -0.1 0.0 -0.1 0.25
H 2.5670 1.9849 -1.1556 0.0 0.0 0.0 0.43
```
Positions in Å, forces in eV/Å.

Output
- gap between HOMO and LUMO (eV) = 5.9
- multiplicity = 1
- charge = +3
- LUMO (hartree) = -0.5001
- HOMO energy (eV) = -19.51



Number 2 is which compound?
C9H19NP